Below is a molecular structure, C52H45BaN5O3P2S at a distorted geometry, with properties calculated with wB97M-V/def2-TZVPD.

The geometry in ORCA input format:
```
! RIJCOSX wB97M-V def2-TZVPD def2/J DEFGRID3
* xyz 0 1
Ba 0.59 -0.65 -1.27
O 2.68 -1.80 -1.08
C 2.15 -2.32 -0.08
C 3.05 -2.90 0.97
C 3.51 -4.20 0.98
C 4.21 -4.67 2.08
C 4.45 -3.85 3.17
C 3.99 -2.53 3.15
C 3.29 -2.05 2.06
P 2.56 -0.37 1.95
C 3.76 0.51 0.87
C 3.39 1.76 0.37
C 4.27 2.46 -0.45
C 5.50 1.92 -0.80
C 5.86 0.67 -0.32
C 4.99 -0.03 0.51
C 2.96 0.36 3.58
C 2.06 0.12 4.61
C 2.28 0.62 5.89
C 3.41 1.39 6.14
C 4.30 1.65 5.12
C 4.08 1.14 3.84
H 3.33 -4.85 0.13
H 4.57 -5.70 2.09
H 4.99 -4.22 4.03
H 4.19 -1.89 4.00
H 2.41 2.16 0.58
H 3.98 3.43 -0.84
H 6.17 2.47 -1.44
H 6.81 0.23 -0.59
H 5.27 -1.01 0.87
H 1.16 -0.46 4.42
H 1.57 0.41 6.68
H 3.58 1.79 7.13
H 5.18 2.26 5.30
H 4.79 1.35 3.05
N -0.89 -1.75 -5.86
C -0.51 -3.06 -5.58
C -0.70 -4.26 -6.24
C -0.16 -5.39 -5.65
C 0.56 -5.31 -4.44
C 0.75 -4.11 -3.79
C 0.20 -2.97 -4.38
N 0.25 -1.66 -3.95
C -0.42 -0.98 -4.84
C -0.60 0.47 -4.76
C -1.45 1.24 -5.49
S -1.29 2.88 -5.03
C -0.10 2.43 -3.90
N 0.17 1.16 -3.84
H -1.39 -1.43 -6.66
H -1.25 -4.32 -7.17
H -0.29 -6.35 -6.13
H 0.96 -6.22 -4.02
H 1.31 -4.05 -2.87
H -2.16 0.93 -6.24
H 0.37 3.15 -3.25
N 0.07 1.59 -0.35
P -1.17 2.43 -0.09
C -1.28 4.00 -1.03
C -0.09 4.71 -1.21
C -0.08 5.89 -1.92
C -1.26 6.39 -2.47
C -2.45 5.70 -2.29
C -2.46 4.51 -1.57
C -1.40 2.99 1.63
C -2.40 3.86 2.05
C -2.45 4.28 3.37
C -1.49 3.84 4.28
C -0.49 2.98 3.86
C -0.44 2.56 2.54
C -2.78 1.61 -0.50
C -3.01 1.23 -1.82
C -4.14 0.50 -2.17
C -5.06 0.12 -1.20
C -4.84 0.49 0.12
C -3.70 1.21 0.47
H 0.83 4.30 -0.81
H 0.85 6.43 -2.06
H -1.25 7.32 -3.03
H -3.37 6.09 -2.71
H -3.39 3.98 -1.44
H -3.14 4.22 1.35
H -3.24 4.95 3.70
H -1.53 4.17 5.31
H 0.27 2.64 4.56
H 0.34 1.89 2.19
H -2.30 1.51 -2.59
H -4.29 0.22 -3.20
H -5.94 -0.44 -1.47
H -5.56 0.22 0.89
H -3.55 1.48 1.51
O -2.00 -2.12 -1.34
C -2.18 -2.01 -0.14
O -1.36 -1.27 0.60
C -3.28 -2.71 0.61
N -3.40 -2.18 1.97
C -3.48 -3.30 2.93
C -3.70 -4.55 2.08
C -2.95 -4.20 0.79
H -4.19 -2.59 0.02
H -4.18 -1.54 2.05
H -1.75 -1.26 1.50
H -4.28 -3.13 3.65
H -2.54 -3.37 3.49
H -4.76 -4.68 1.87
H -3.33 -5.45 2.55
H -3.25 -4.79 -0.08
H -1.87 -4.33 0.93
*
```

lowest unoccupied orbital energy	0.153	eV
M	1019.307	g/mol

Results of the Löwdin charge analysis, in e, for atoms 1 through 5:
1 Ba 1.83
2 O -0.37
3 C -0.46
4 C -0.27
5 C -0.05

=====

Below is 3 unconnected molecules or ions with the total composition C20H39FNO4 at a distorted geometry, with properties calculated with wB97M-V/def2-TZVPD.

The geometry in ORCA input format:
```
! RIJCOSX wB97M-V def2-TZVPD def2/J DEFGRID3
* xyz 1 1
C 2.00 -4.82 -2.89
C 1.44 -3.36 -2.30
C 0.40 -2.77 -3.42
C -1.12 -2.92 -2.74
C 0.57 -1.18 -3.77
C -0.27 -0.99 -5.20
N 0.50 -0.01 -6.09
C 1.71 0.21 -5.48
C 2.05 -0.52 -4.02
C 3.33 -1.47 -4.39
C 2.27 0.81 -3.07
C 2.54 0.48 -1.48
C 1.13 0.78 -0.65
F 1.32 1.85 0.39
H 1.23 -5.66 -2.56
H 2.03 -4.86 -4.06
H 3.10 -5.05 -2.52
H 0.87 -3.65 -1.30
H 2.34 -2.65 -2.04
H 0.37 -3.48 -4.37
H -1.04 -2.40 -1.67
H -1.39 -4.06 -2.51
H -1.95 -2.36 -3.34
H -0.01 -0.49 -3.03
H -0.19 -1.98 -5.86
H -1.44 -0.87 -5.12
H 0.18 0.44 -7.00
H 2.55 0.93 -5.89
H 3.07 -2.63 -4.48
H 4.17 -1.30 -3.55
H 3.81 -1.10 -5.40
H 3.18 1.41 -3.53
H 1.32 1.49 -3.22
H 2.91 -0.60 -1.26
H 3.31 1.30 -1.10
H 0.25 1.08 -1.36
H 0.81 -0.22 -0.10
O 0.55 -1.32 6.00
C 0.99 -0.28 5.51
O 0.18 0.57 4.84
C 0.54 1.90 4.44
C 1.22 1.88 3.08
C 2.46 0.02 5.56
H 1.14 2.39 5.21
H -0.39 2.47 4.37
H 2.16 1.32 3.11
H 1.44 2.90 2.75
H 0.58 1.40 2.34
H 2.95 -0.44 4.69
H 2.87 -0.41 6.47
H 2.69 1.08 5.59
O -4.89 5.02 2.51
C -4.90 4.08 3.29
O -3.80 3.31 3.46
C -3.64 2.33 4.50
C -4.21 0.99 4.08
C -6.16 3.69 4.01
H -4.06 2.69 5.45
H -2.56 2.23 4.66
H -5.28 1.05 3.90
H -4.02 0.24 4.85
H -3.75 0.66 3.15
H -6.74 3.01 3.38
H -6.75 4.60 4.19
H -5.99 3.25 4.99
*
```

lowest unoccupied orbital energy	-4.539	eV
M	376.533	g/mol

Results of the natural (NBO) charge analysis, in e, for atoms 1 through 5:
1 C -0.64
2 C -0.43
3 C -0.23
4 C -0.63
5 C -0.24

=====

Below is a molecular structure, C33H29Br2IrN2O4P2 at a distorted geometry, with properties calculated with wB97M-V/def2-TZVPD.

The geometry in ORCA input format:
```
! RIJCOSX wB97M-V def2-TZVPD def2/J DEFGRID3
* xyz 3 2
Ir -0.70 1.30 0.33
C 2.20 -1.22 2.53
N 1.46 -0.56 1.47
P 1.76 1.07 1.03
C 3.58 1.28 1.08
C 4.14 2.48 1.50
C 5.52 2.62 1.49
C 6.32 1.57 1.07
C 5.75 0.38 0.64
C 4.38 0.23 0.62
C 1.50 1.04 -0.81
C 1.37 2.26 -1.50
C 1.37 2.28 -2.89
C 1.51 1.09 -3.60
C 1.68 -0.11 -2.92
C 1.67 -0.15 -1.55
P -0.06 -1.14 0.86
C 0.30 -2.93 0.63
C 0.20 -3.76 1.75
C 0.64 -5.07 1.67
C 1.11 -5.58 0.47
C 1.14 -4.78 -0.66
C 0.73 -3.45 -0.58
C -1.33 -1.08 2.14
C -2.70 -1.17 1.53
C -3.79 -0.89 2.50
C -3.56 -0.88 3.84
C -2.26 -1.00 4.37
C -1.16 -1.06 3.51
H 3.27 -1.14 2.35
H 1.92 -2.28 2.55
H 2.00 -0.78 3.51
H 3.52 3.29 1.84
H 5.97 3.55 1.82
H 7.40 1.68 1.07
H 6.38 -0.43 0.29
H 3.94 -0.68 0.23
H 1.36 3.20 -0.95
H 1.27 3.21 -3.42
H 1.52 1.11 -4.68
H 1.85 -1.03 -3.48
H 1.85 -1.07 -1.02
H -0.21 -3.39 2.68
H 0.60 -5.70 2.55
H 1.43 -6.61 0.41
H 1.47 -5.18 -1.61
H 0.73 -2.84 -1.48
H -2.89 -2.19 1.14
H -4.79 -0.78 2.10
H -4.39 -0.76 4.52
H -2.11 -1.04 5.43
H -0.17 -1.06 3.93
Br -0.26 4.43 1.10
C -2.14 4.51 1.47
Br -2.83 2.70 1.35
H -2.63 5.13 0.72
H -2.31 4.87 2.48
O -4.31 -1.57 -0.55
C -3.57 -0.64 -0.64
O -2.70 -0.30 0.36
C -3.47 0.26 -1.83
C -4.53 0.23 -2.74
C -4.49 1.02 -3.88
C -3.39 1.83 -4.09
C -2.32 1.87 -3.21
C -2.38 1.08 -2.08
N -3.29 2.67 -5.32
O -2.26 3.26 -5.46
O -4.26 2.67 -6.02
H -5.36 -0.44 -2.56
H -5.30 1.01 -4.58
H -1.47 2.50 -3.43
H -1.49 1.07 -1.40
*
```

lowest unoccupied orbital energy (spin up / spin down)	-11.477 / -11.294	eV
expectation value of S²	1.04
M	931.578	g/mol

Results of the Löwdin charge analysis, in e, for atoms 1 through 5:
1 Ir 0.62
2 C -0.10
3 N -0.48
4 P 1.04
5 C -0.34

=====

Below is a molecular structure, C18H39BO7Ta at a distorted geometry, with properties calculated with wB97M-V/def2-TZVPD.

The geometry in ORCA input format:
```
! RIJCOSX wB97M-V def2-TZVPD def2/J DEFGRID3
* xyz -1 1
C -8.75 -1.04 1.37
C -8.13 0.32 1.11
C -6.95 0.52 -0.06
O -5.68 0.41 0.40
O -7.32 0.82 -1.46
C -6.32 0.31 -2.42
C -5.07 1.39 -2.62
C -4.36 1.29 -4.10
C -2.71 1.50 -4.05
C -1.92 0.21 -3.41
C -0.37 0.04 -3.99
Ta 1.27 0.75 -2.51
C 1.39 -1.36 -1.45
O 1.92 -1.08 -0.10
C 2.60 -2.24 0.49
C 3.89 -1.87 1.44
O 3.72 -2.32 2.86
C 5.10 -2.53 3.34
C 5.24 -2.81 4.95
O 4.09 -2.40 5.76
C 4.01 -3.16 7.01
C 4.60 -2.40 8.34
B 1.41 2.88 -3.50
O 1.96 2.99 -4.89
O 0.97 4.07 -2.71
C 2.18 4.43 -1.92
C 1.80 4.40 -0.29
H -8.09 -1.96 1.71
H -9.90 -1.26 1.20
H -8.48 1.24 1.77
H -5.93 -0.77 -2.15
H -6.88 0.20 -3.46
H -4.32 1.26 -1.71
H -5.55 2.47 -2.53
H -4.79 2.21 -4.73
H -4.60 0.31 -4.69
H -2.40 2.54 -3.55
H -2.38 1.60 -5.19
H -2.51 -0.77 -3.66
H -1.84 0.39 -2.26
H -0.29 0.74 -4.95
H -0.22 -1.06 -4.40
H -0.08 1.32 -1.35
H 2.56 1.33 -1.28
H 2.55 0.20 -3.74
H 0.33 -1.88 -1.42
H 2.16 -1.97 -2.11
H 2.99 -2.98 -0.36
H 1.80 -2.88 1.11
H 4.18 -0.74 1.36
H 4.82 -2.47 1.00
H 5.51 -3.51 2.79
H 5.86 -1.67 3.05
H 6.16 -2.15 5.32
H 5.55 -3.94 5.08
H 2.86 -3.36 7.23
H 4.51 -4.23 6.98
H 5.39 -3.11 8.88
H 5.11 -1.37 8.14
H 3.73 -2.25 9.14
H 2.98 2.97 -4.84
H 2.53 5.55 -2.16
H 3.08 3.70 -2.12
H 0.87 5.13 -0.14
H 2.71 4.73 0.36
H 1.42 3.33 0.06
*
```

lowest unoccupied orbital energy	0.833	eV
M	559.263	g/mol

Results of the natural (NBO) charge analysis, in e, for atoms 1 through 5:
1 C -0.42
2 C -0.25
3 C 0.74
4 O -0.57
5 O -0.53

=====

Below is a molecular structure, CH10CuO8 at a distorted geometry, with properties calculated with wB97M-V/def2-TZVPD.

The geometry in ORCA input format:
```
! RIJCOSX wB97M-V def2-TZVPD def2/J DEFGRID3
* xyz -1 1
Cu -0.06 -0.39 -0.46
C -1.34 0.16 1.25
O -0.04 0.42 1.12
O -2.01 1.04 1.84
O -1.80 -0.62 0.33
O 1.85 0.55 -1.14
H 2.54 0.55 -0.51
H 2.14 -0.23 -1.58
O -0.96 -0.26 -2.31
H -1.22 0.63 -2.49
H -1.70 -0.48 -1.71
O 1.78 -0.74 2.32
H 2.40 -0.03 2.42
H 0.95 -0.32 2.02
O 0.49 -2.24 -0.43
H 0.10 -2.86 0.21
H 0.50 -2.79 -1.23
O -0.97 2.66 -0.16
H -1.75 3.10 0.19
H -0.92 1.85 0.32
*
```

lowest unoccupied orbital energy	2.766	eV
M	213.629	g/mol

Results of the natural (NBO) charge analysis, in e, for atoms 1 through 5:
1 Cu 0.88
2 C 0.90
3 O -0.97
4 O -0.79
5 O -0.95

=====

Below is a molecular structure, C35H39F5GeNO2PS4Sn at a distorted geometry, with properties calculated with wB97M-V/def2-TZVPD.

The geometry in ORCA input format:
```
! RIJCOSX wB97M-V def2-TZVPD def2/J DEFGRID3
* xyz 3 2
Sn -0.62 0.55 0.71
C -1.90 5.27 0.68
C -2.56 5.26 -0.68
S -2.66 3.52 -1.28
C -2.34 3.68 -3.08
C -0.86 3.78 -3.42
S 0.18 2.68 -2.37
C 1.26 3.86 -1.49
C 0.60 4.88 -0.59
S -0.44 4.15 0.73
H -2.56 4.87 1.45
H -1.57 6.26 0.96
H -2.01 5.84 -1.42
H -3.57 5.66 -0.63
H -2.91 4.53 -3.46
H -2.76 2.77 -3.50
H -0.48 4.79 -3.30
H -0.70 3.47 -4.46
H 1.85 4.38 -2.25
H 1.93 3.22 -0.92
H -0.01 5.58 -1.16
H 1.38 5.46 -0.08
S 2.25 -2.59 3.36
C 3.35 -1.59 2.51
C 2.69 -0.80 1.62
N 1.34 -0.98 1.59
C 0.98 -1.90 2.46
H 4.40 -1.63 2.71
H 3.15 -0.07 0.98
H -0.05 -2.18 2.61
F 1.20 1.13 7.85
C 0.82 1.22 6.59
C -0.03 0.24 6.05
F -0.43 -0.78 6.80
C -0.43 0.33 4.73
F -1.23 -0.60 4.17
C 0.00 1.38 3.89
O -0.38 1.46 2.65
C 0.88 2.33 4.46
F 1.32 3.30 3.65
C 1.27 2.27 5.79
F 2.08 3.18 6.29
C -4.59 0.24 -2.07
P -4.25 -0.38 -0.39
C -5.30 0.48 0.81
C -4.72 -2.13 -0.31
O -2.77 -0.18 -0.06
H -5.33 -0.39 -2.55
H -3.66 0.24 -2.64
H -4.98 1.26 -2.03
H -6.34 0.47 0.48
H -4.95 1.50 0.93
H -5.24 -0.03 1.77
H -5.78 -2.23 -0.53
H -4.54 -2.50 0.70
H -4.15 -2.72 -1.03
C -0.53 -1.63 -3.62
Ge 0.93 -2.03 -2.33
C 2.68 -1.19 -2.80
C 3.46 -1.72 -3.83
C 4.66 -1.11 -4.15
C 5.09 0.00 -3.44
C 4.31 0.52 -2.42
C 3.10 -0.07 -2.10
C 0.49 -3.19 -0.78
C -0.86 -3.33 -0.49
C -1.28 -4.23 0.50
C -0.36 -5.00 1.17
C 1.02 -4.90 0.88
C 1.96 -5.74 1.52
C 3.29 -5.64 1.22
C 3.74 -4.70 0.28
C 2.85 -3.88 -0.36
C 1.47 -3.96 -0.09
H -0.48 -2.36 -4.43
H -0.37 -0.64 -4.05
H -1.53 -1.69 -3.18
H 3.13 -2.59 -4.37
H 5.26 -1.51 -4.95
H 6.03 0.46 -3.69
H 4.65 1.39 -1.87
H 2.47 0.34 -1.31
H -1.60 -2.76 -1.04
H -2.33 -4.34 0.70
H -0.69 -5.71 1.91
H 1.61 -6.48 2.22
H 4.00 -6.30 1.70
H 4.79 -4.65 0.05
H 3.21 -3.17 -1.09
*
```

lowest unoccupied orbital energy (spin up / spin down)	-9.210 / -11.368	eV
expectation value of S²	0.76
M	951.255	g/mol

Results of the Löwdin charge analysis, in e, for atoms 1 through 5:
1 Sn 1.44
2 C -0.45
3 C -0.45
4 S 0.96
5 C -0.46

=====

Below is C18H18N4O4 in the gas phase at a distorted geometry, with properties calculated with wB97M-V/def2-TZVPD.

The geometry in ORCA input format:
```
! RIJCOSX wB97M-V def2-TZVPD def2/J DEFGRID3
* xyz 0 1
C -8.81 -0.97 0.04
C -8.62 0.34 0.03
C -7.27 1.00 0.02
O -6.26 0.02 0.00
C -4.96 0.41 0.00
C -4.51 1.72 0.00
C -3.16 2.00 -0.01
C -2.22 0.98 -0.01
C -0.81 1.26 -0.02
N 0.06 0.33 -0.02
N 1.36 0.66 -0.02
C 2.36 -0.25 -0.01
O 2.26 -1.46 -0.02
C 3.72 0.45 -0.01
O 3.82 1.66 -0.01
N 4.72 -0.46 0.00
C 6.10 -0.27 0.01
C 6.69 0.99 0.01
C 8.07 1.05 0.02
C 8.80 -0.13 0.02
C 8.11 -1.33 0.02
N 6.79 -1.40 0.01
C -2.67 -0.35 -0.01
C -4.01 -0.65 -0.01
O -4.54 -1.90 -0.01
C -3.66 -2.99 -0.02
H -9.79 -1.39 0.05
H -7.97 -1.65 0.03
H -9.44 1.04 0.04
H -7.19 1.64 -0.87
H -7.17 1.64 0.91
H -5.22 2.54 0.00
H -2.83 3.03 -0.01
H -0.52 2.32 -0.02
H 1.65 1.64 -0.02
H 4.41 -1.43 0.00
H 6.08 1.88 0.00
H 8.58 2.01 0.02
H 9.88 -0.12 0.03
H 8.62 -2.28 0.02
H -1.92 -1.13 -0.02
H -4.29 -3.88 -0.02
H -3.03 -2.99 -0.91
H -3.02 -3.00 0.87
*
```

SMILES	C=CCOc1ccc(/C=N/NC(=O)C(=O)Nc2ccccn2)cc1OC
lowest unoccupied orbital energy	-0.030	eV
M	354.366	g/mol

Results of the natural (NBO) charge analysis, in e, for atoms 1 through 5:
1 C -0.38
2 C -0.21
3 C -0.10
4 O -0.48
5 C 0.28